Record 1
{
  "formula": "C22H14BrN4O7RuS",
  "method": "wB97M-V/def2-TZVPD",
  "spin_multiplicity": 2,
  "orbital_gap_ev": [6.52, 6.49],
  "homo_energy_ev": [-2.76, -2.73],
  "largest_force_ev_per_a": 1.62,
  "energy_ev": -126798.3769,
  "s_squared": 0.76,
  "charge": -2,
  "elements": ["Ru", "Br", "S", "O", "O", "O", "O", "O", "O", "O", "N", "N", "N", "N", "C", "C", "C", "C", "C", "C", "C", "C", "C", "C", "C", "C", "C", "C", "C", "C", "C", "C", "C", "C", "C", "C", "H", "H", "H", "H", "H", "H", "H", "H", "H", "H", "H", "H", "H", "H"],
  "positions_angstrom": [[0.20, -0.59, -0.76], [-6.46, -1.42, 1.57], [2.00, -1.54, -2.22], [-0.56, -2.09, 0.47], [4.50, 2.57, -4.72], [-1.57, 0.30, -4.43], [-0.60, 1.91, 2.62], [2.75, 3.11, -6.08], [-1.08, -0.72, -2.48], [-0.07, 1.09, 0.61], [1.87, -0.86, 0.51], [3.10, -0.47, 0.01], [0.67, 1.14, -1.98], [4.42, -0.48, -1.85], [-0.50, -1.74, 4.60], [1.75, 1.87, -1.65], [1.16, 1.45, -4.28], [3.22, -0.77, -1.24], [0.38, 0.94, -3.26], [-4.27, 0.02, 2.71], [0.50, -1.17, 3.85], [-3.02, 0.62, 2.69], [0.55, -1.28, 2.45], [2.60, 2.36, -2.61], [-2.25, 0.62, 1.53], [-4.74, -0.57, 1.55], [-0.87, 1.26, 1.60], [-0.86, 0.12, -3.45], [-1.51, -2.45, 3.93], [-4.01, -0.56, 0.38], [1.69, -0.74, 1.76], [3.29, 2.67, -5.04], [2.31, 2.15, -3.96], [-2.76, 0.05, 0.38], [-1.50, -2.56, 2.56], [-0.49, -1.97, 1.77], [1.91, 2.02, -0.59], [-4.88, 0.02, 3.61], [-4.40, -1.01, -0.53], [-2.31, -2.91, 4.50], [4.37, -0.43, -2.85], [1.29, -0.61, 4.35], [-2.21, 0.10, -0.55], [2.47, -0.25, 2.34], [-2.28, -3.10, 2.03], [4.94, 0.26, -1.42], [0.87, 1.28, -5.31], [-2.61, 1.09, 3.57], [-0.52, -1.63, 5.67], [3.50, 2.90, -2.34]]
}

Record 2
{
  "formula": "C24H25BF24NO7S",
  "method": "wB97M-V/def2-TZVPD",
  "spin_multiplicity": 1,
  "orbital_gap_ev": 8.99,
  "homo_energy_ev": -13.22,
  "largest_force_ev_per_a": 6.23,
  "energy_ev": -117838.1896,
  "charge": 1,
  "elements": ["S", "F", "F", "F", "F", "F", "F", "F", "F", "F", "F", "F", "F", "F", "F", "F", "F", "F", "F", "F", "F", "F", "F", "F", "F", "O", "O", "O", "O", "O", "O", "O", "N", "C", "C", "C", "C", "C", "C", "C", "C", "C", "C", "C", "C", "C", "C", "C", "C", "C", "C", "C", "C", "C", "C", "C", "C", "B", "H", "H", "H", "H", "H", "H", "H", "H", "H", "H", "H", "H", "H", "H", "H", "H", "H", "H", "H", "H", "H", "H", "H", "H", "H"],
  "positions_angstrom": [[0.56, -0.63, 2.73], [7.00, 6.03, -3.08], [6.02, 4.12, -2.91], [-6.33, -1.37, -0.78], [-6.29, -4.49, 2.34], [3.81, 1.34, -5.53], [-0.78, 2.13, -0.30], [-0.79, 1.93, -3.84], [7.05, 3.51, -5.57], [5.36, 2.15, -4.25], [4.52, 3.84, -6.42], [-5.42, -3.90, -1.34], [-8.50, -5.95, 1.53], [0.07, 4.44, -0.29], [2.50, 3.76, -5.61], [-7.01, -2.74, 0.75], [2.00, 3.55, 1.48], [-5.92, -6.61, 2.46], [-1.51, 0.55, -1.59], [1.90, 5.57, -0.49], [1.74, 2.06, -0.07], [0.89, 1.47, -2.55], [8.54, 3.86, -4.02], [-7.60, -5.02, -0.21], [-3.84, -2.52, -0.81], [3.44, 0.90, 2.26], [1.43, 4.09, -2.06], [-4.97, -5.49, 0.81], [4.48, -0.11, 4.25], [-0.82, -2.58, 1.43], [5.37, 5.57, -4.51], [-1.36, -4.79, 1.12], [-0.63, -1.78, 4.94], [-4.91, -3.21, -0.30], [2.15, 3.32, 0.15], [-3.29, -1.62, 5.27], [-1.86, -2.02, 5.61], [6.47, 5.02, -3.81], [4.10, 4.92, -4.36], [-0.22, 2.24, -2.64], [-6.14, -5.60, 1.59], [-0.95, -1.01, 3.79], [4.08, 2.33, -4.63], [0.42, -1.86, 1.30], [0.20, 3.72, -2.71], [-2.25, -0.45, 3.27], [-5.91, -2.18, 0.23], [3.83, 3.70, -5.26], [2.13, -1.07, 3.63], [7.55, 4.45, -4.74], [-0.62, -3.97, 1.73], [-4.35, -4.20, 0.74], [-1.23, 1.88, -1.55], [1.36, 4.34, -0.67], [-7.39, -5.93, 0.75], [0.41, -4.56, 2.80], [-3.56, -0.74, 4.03], [3.37, -0.04, 3.34], [-2.27, 0.18, 2.32], [2.02, -1.18, 4.76], [-5.45, -1.54, 0.99], [3.22, 3.37, -0.08], [-0.19, -5.23, 3.51], [3.43, 2.17, -3.77], [-4.58, -0.38, 3.69], [0.92, -3.77, 3.45], [7.99, 5.24, -5.35], [3.38, 5.69, -4.66], [4.52, -1.02, 4.62], [2.64, 1.46, 2.30], [-4.15, -1.95, 5.94], [-3.32, -4.43, 0.42], [-2.17, 2.41, -1.69], [-7.29, -6.91, 0.27], [1.14, -5.23, 2.22], [3.87, 4.72, -3.31], [-1.74, -2.65, 6.57], [0.39, 3.93, -3.77], [0.34, -1.23, 0.33], [-4.23, -3.75, 1.73], [1.36, -2.51, 1.25], [2.47, -2.10, 3.22], [-0.62, 4.40, -2.44]]
}

Record 3
{
  "formula": "C5H10O",
  "method": "wB97M-V/def2-TZVPD",
  "spin_multiplicity": 1,
  "orbital_gap_ev": [7.51, 6.95],
  "homo_energy_ev": [-8.42, -8.14],
  "largest_force_ev_per_a": 0.42,
  "energy_ev": -7391.0107,
  "elements": ["O", "C", "C", "C", "C", "C", "H", "H", "H", "H", "H", "H", "H", "H", "H", "H"],
  "positions_angstrom": [[0.87, -0.02, 1.52], [-2.02, 0.70, 0.68], [-0.95, 0.94, -0.41], [2.16, -0.74, -0.41], [-0.16, -0.28, -0.61], [0.79, -0.66, 0.41], [2.89, -1.14, 0.30], [-0.26, -0.89, -1.50], [-2.76, -0.04, 0.35], [-1.53, 0.36, 1.59], [0.54, -1.78, 0.48], [-2.54, 1.64, 0.88], [-1.38, 1.33, -1.33], [2.46, 0.28, -0.68], [2.13, -1.37, -1.31], [-0.23, 1.66, 0.03]]
}

Record 4
{
  "formula": "C8H9NO2",
  "method": "wB97M-V/def2-TZVPD",
  "spin_multiplicity": 1,
  "orbital_gap_ev": [7.57, 7.39],
  "homo_energy_ev": [-8.25, -7.92],
  "largest_force_ev_per_a": 0.87,
  "energy_ev": -14019.9982,
  "elements": ["O", "O", "N", "C", "C", "C", "C", "C", "C", "C", "C", "H", "H", "H", "H", "H", "H", "H", "H", "H"],
  "positions_angstrom": [[-1.87, 0.95, -0.20], [-3.54, 0.56, 1.24], [-2.61, 0.08, 0.64], [0.68, -1.20, 1.40], [0.51, 0.81, 0.12], [-2.15, -1.12, 0.58], [0.18, -2.03, 0.27], [0.73, 2.27, -0.04], [-0.99, -1.24, -0.35], [-0.69, 0.26, -0.61], [1.17, 0.04, 1.03], [-1.28, -1.75, -1.27], [1.92, 0.52, 1.66], [-2.58, -1.91, 1.16], [-0.15, 2.83, 0.30], [-0.19, -3.00, 0.60], [0.86, 2.51, -1.10], [-0.57, 0.46, -1.69], [1.60, 2.60, 0.51], [0.95, -2.18, -0.49]]
}